No. 1
The following is a quantum chemistry calculation of a molecular structure, C27H22BrMoO7P in a non-equilibrium geometry, from OMol25.

```
59
Properties=species:S:1:pos:R:3:forces:R:3:lowdin_charge:R:1
Mo -1.4043 -0.3916 2.1002 0.527 0.551 0.174 1.362
Br -2.2870 -2.6821 2.1277 0.115 0.154 0.053 0.119
P -1.1003 -0.4040 -0.3960 0.079 0.358 -0.381 1.072
O 0.3860 2.2991 0.6026 0.030 0.020 0.181 0.083
O -0.1201 -0.7262 3.5169 -0.603 -0.319 -0.620 -0.296
O 0.2125 0.4798 5.3458 0.119 0.080 -0.035 0.139
O -3.7669 2.6131 1.4705 0.018 -0.211 -0.051 0.148
O 2.3956 -0.4435 1.6320 -0.010 0.007 -0.001 -0.070
O -0.6049 1.4694 2.4178 -0.433 -0.339 -0.416 -0.192
O -2.9033 0.5519 1.2999 -0.484 -0.581 1.325 -0.332
C -3.2538 -3.8363 -2.5698 0.000 -0.039 -0.049 -0.075
C -1.9100 -3.6248 -2.8238 0.010 -0.008 -0.013 -0.071
C -3.2411 -2.0332 -0.9845 0.052 0.005 -0.084 -0.151
C 1.0724 0.7961 -1.7585 -0.065 -0.081 -0.053 -0.097
C 2.7230 -1.3979 -1.3199 -0.020 -0.030 -0.016 -0.071
C 0.5731 0.1728 4.2454 -0.063 0.076 0.104 -0.535
C 0.4453 1.8334 1.7227 0.300 -0.051 -0.026 -0.546
C -3.2454 1.7477 0.8278 0.399 0.296 -0.621 -0.531
C 1.4264 -1.3968 -0.8309 -0.025 -0.012 -0.032 -0.121
C 2.3685 0.7903 -2.2465 0.006 0.009 -0.009 -0.070
C 3.1918 -0.3079 -2.0354 0.024 0.008 -0.013 -0.073
C -1.8933 0.9805 -2.6235 0.010 0.031 0.007 -0.089
C -1.8808 -1.8258 -1.2253 -0.071 -0.114 -0.029 -0.374
C -3.3701 2.8684 -2.7685 0.001 -0.013 0.019 -0.054
C 4.1781 -0.1264 3.0631 -0.034 0.000 -0.034 -0.093
C -2.5442 1.9382 -3.3828 0.011 -0.008 0.007 -0.057
C -2.0473 0.9308 -1.2366 0.097 0.034 -0.249 -0.251
C 4.2086 0.9768 1.9740 0.016 -0.010 0.003 -0.083
C 2.6964 -0.5136 3.0262 0.082 0.045 0.011 -0.249
C -3.5597 2.8087 -1.4001 -0.070 0.023 0.081 0.001
C -1.2221 -2.6167 -2.1599 -0.009 0.027 0.053 -0.077
C -3.9213 -3.0327 -1.6549 -0.019 0.037 0.051 -0.067
C 1.8693 0.6474 3.6239 -0.021 0.110 0.225 -0.096
C 0.5819 -0.3141 -1.0711 0.096 -0.055 0.147 -0.353
C -2.9239 1.8373 -0.6377 0.091 -0.023 0.242 -0.120
C 1.7994 1.6277 2.4143 -0.063 0.064 -0.017 -0.075
C 2.7683 0.9332 1.4452 -0.030 -0.042 -0.022 -0.247
H 4.9107 0.7325 1.1780 0.001 -0.003 0.005 0.111
H -0.1795 -2.4477 -2.3894 -0.003 -0.015 0.016 0.096
H 2.1415 2.6216 2.7088 0.035 -0.001 -0.051 0.165
H 2.4117 1.1211 4.4414 -0.032 -0.004 0.002 0.155
H -1.3872 -4.2376 -3.5465 -0.008 -0.006 -0.001 0.106
H -3.7872 -4.6204 -3.0914 0.002 -0.003 0.004 0.106
H 4.4990 0.2188 4.0449 -0.011 0.009 0.001 0.115
H 3.3677 -2.2449 -1.1270 -0.002 0.005 0.010 0.112
H -4.9748 -3.1856 -1.4615 0.002 -0.002 0.002 0.110
H 0.4521 1.6668 -1.9017 -0.005 0.029 0.023 0.104
H 4.4715 1.9597 2.3644 -0.009 0.003 0.007 0.117
H 2.6318 1.2229 0.4082 0.007 -0.014 0.036 0.136
H 4.2054 -0.3056 -2.4158 -0.004 -0.001 -0.006 0.107
H 1.0797 -2.2425 -0.2481 -0.021 0.005 0.010 0.120
H 2.4480 -1.4994 3.4093 -0.004 0.000 0.004 0.162
H 2.7388 1.6551 -2.7813 0.003 -0.001 -0.003 0.111
H -3.7683 -1.4043 -0.2793 -0.018 0.008 0.037 0.088
H -4.2188 3.4996 -0.8910 0.007 0.000 -0.001 0.126
H -2.4007 1.9541 -4.4552 -0.015 0.004 -0.004 0.109
H 4.7946 -0.9791 2.7817 -0.003 0.006 -0.009 0.114
H -1.2547 0.2636 -3.1236 0.011 -0.020 0.007 0.112
H -3.8777 3.6222 -3.3553 0.005 0.004 -0.001 0.109
```
Forces are in eV/Å.

## Properties
Relative energy (zero: lowest compared OMol25 entry of this formula, charge and spin) = 28.5 kcal per mole
E_HOMO (spin up / spin down) = -9.0 / -9.5 eV
Spin multiplicity = 3
LUMO (spin up / spin down) = -1.7 / -1.2 eV
Kohn-Sham gap (spin up / spin down) = 7.28 / 8.35 eV

No. 2
The following is a quantum chemistry calculation of a molecular structure, C27H22Cl12F2O4 in a non-equilibrium geometry, from OMol25.

```
67
Properties=species:S:1:pos:R:3:forces:R:3:lowdin_charge:R:1
Cl 8.6792 -22.9583 27.2344 -0.634 -0.590 -0.418 0.486
Cl 16.8405 -24.6550 16.8367 0.723 -0.741 0.080 0.488
Cl 16.5475 -24.8090 14.0919 0.431 -0.176 -0.598 0.501
Cl 5.8637 -22.6148 26.6771 0.727 -0.446 -0.690 0.502
Cl 17.2128 -27.2770 15.4367 -0.214 0.338 0.314 0.511
Cl 7.0614 -25.2369 26.1006 -0.058 0.178 0.920 0.500
Cl 12.6290 -28.6411 6.3943 0.211 0.190 0.187 0.528
Cl 12.5593 -29.1000 3.5777 0.102 -0.321 0.143 0.490
Cl 7.8767 -23.1864 24.4576 -0.404 0.857 0.328 0.488
Cl 14.3798 -30.6192 5.2843 0.084 -0.382 -0.012 0.545
Cl 14.8839 -27.8637 4.6514 -0.158 -0.077 0.456 0.502
Cl 19.2511 -25.3100 15.2111 -0.621 0.355 0.091 0.514
F 8.0489 -27.1210 17.5860 0.657 -0.539 -1.052 0.030
F 17.3189 -34.8851 16.6012 -0.074 0.398 -1.315 0.026
O -2.3321 -33.3129 13.6931 0.230 -0.384 0.413 0.045
O 4.9097 -35.2892 11.1164 -0.190 0.060 0.391 0.041
O -4.4752 -28.9378 11.1500 -0.232 0.108 0.333 0.044
O 7.5550 -34.6550 6.3167 -0.551 0.254 0.462 0.031
C 7.2810 -28.8799 14.5174 1.546 0.383 -0.884 -0.049
C 5.6109 -35.0210 9.9827 -0.152 -0.045 -1.386 -0.326
C 8.5506 -28.8225 13.8426 -1.664 -0.984 0.542 -0.081
C 5.4941 -34.7424 7.5500 -0.809 -0.288 1.730 -0.025
C 15.3852 -34.3228 15.4015 -0.377 0.010 0.172 -0.020
C 4.8654 -34.9772 8.7805 0.770 0.871 -0.116 -0.001
C -1.9743 -31.2816 12.5272 -0.653 0.960 -0.553 -0.031
C 7.6244 -34.7104 8.6767 -0.427 -1.177 1.342 -0.017
C 14.7253 -34.1206 14.2048 -0.235 0.486 0.013 -0.093
C -3.9391 -29.9874 11.8367 1.020 -1.440 0.615 -0.330
C 16.7395 -34.5836 15.3814 -0.311 -0.806 0.928 -0.238
C 6.9967 -34.8431 9.9296 -0.758 -0.390 -0.741 -0.014
C 9.4590 -27.8084 15.7480 0.499 1.498 2.799 -0.047
C 7.3442 -23.4840 26.1380 0.368 0.000 -0.140 -1.976
C -2.5570 -30.2175 11.8459 -0.108 0.692 0.417 -0.025
C 17.4417 -34.6740 14.1826 0.892 -0.059 2.244 -0.024
C 16.7681 -34.4123 13.0439 -0.240 -0.048 -2.071 -0.106
C 7.1283 -28.3425 15.8103 -0.026 -0.703 -1.632 -0.013
C 8.2370 -27.7402 16.3635 -1.055 0.128 1.075 -0.254
C -4.7454 -30.9043 12.5273 -0.139 0.000 -0.767 -0.003
C 13.6260 -29.0758 5.0142 -0.240 0.589 -0.773 -2.064
C 6.8696 -34.7049 7.5246 1.104 0.322 -0.896 -0.336
C -2.8194 -32.1823 13.1142 -0.460 -1.226 -0.074 -0.353
C -4.2076 -32.0716 13.0732 0.509 1.377 0.203 0.001
C 9.6164 -28.3686 14.5401 1.246 0.029 -0.694 -0.132
C 15.4153 -34.1730 13.0246 -0.403 0.509 -0.302 -0.103
C 17.4929 -25.5254 15.4025 -0.321 0.220 0.113 -2.014
H 14.8982 -33.9350 12.1068 0.096 -0.126 -0.162 0.105
H 17.2635 -34.4091 12.0842 0.342 -0.113 0.020 0.110
H 6.4681 -29.3253 13.9632 -0.265 -0.021 0.292 0.095
H 6.9040 -34.2553 5.7352 0.258 -0.057 -0.654 0.091
H -5.8049 -30.6951 12.5351 -0.169 -0.192 0.083 0.114
H -3.8079 -28.2477 11.1599 -0.053 0.258 -0.236 0.099
H 5.4843 -35.6750 11.7817 0.120 0.066 0.080 0.103
H 10.3244 -27.4127 16.2588 0.005 0.124 0.188 0.123
H 3.7862 -34.9999 8.7467 -0.069 -0.246 0.521 0.112
H 18.4933 -34.9185 14.2110 0.067 0.035 -0.087 0.120
H 14.7824 -34.2948 16.2972 0.426 -0.010 0.341 0.117
H 13.6919 -33.8080 14.1793 -0.183 -0.272 0.220 0.106
H -0.8994 -31.3742 12.5760 0.077 -0.095 0.005 0.115
H 8.6814 -34.9318 8.6654 0.215 0.678 -0.384 0.118
H 7.5823 -34.9404 10.8319 0.121 0.078 0.079 0.109
H -1.3779 -33.3049 13.5881 0.121 -0.183 0.098 0.097
H -1.9006 -29.4575 11.4485 0.081 0.059 -0.400 0.109
H 6.1773 -28.4496 16.3109 0.059 0.311 0.168 0.115
H 4.8282 -34.6212 6.7084 0.367 -0.123 -0.423 0.115
H 8.8260 -29.2469 12.8885 -0.946 -0.170 -0.293 0.100
H 10.6384 -28.4234 14.1954 -0.052 -0.059 -0.511 0.113
H -4.7791 -32.8225 13.5987 -0.223 0.064 -0.138 0.119
```
Forces are in eV/Å.

## Properties
E_HOMO = -8.2 eV
LUMO = 0.1 eV
Kohn-Sham gap = 8.21 eV

No. 3
The following is a quantum chemistry calculation of a gas-phase ion, C27H22Cl2IO4 (charge +1) in a non-equilibrium geometry, from OMol25.

```
56
Properties=species:S:1:pos:R:3:forces:R:3:lowdin_charge:R:1
I -1.1931 2.3440 -0.1478 -0.595 -1.590 -0.299 1.687
Cl 5.4456 6.0091 1.6891 0.213 0.399 -0.191 0.713
Cl 2.4358 -6.1614 0.3486 -0.096 -0.090 0.099 0.713
O 0.6725 -1.0232 -2.7533 -0.590 0.661 0.401 0.101
O -1.5700 -0.7347 -3.0969 -0.011 0.439 2.589 0.053
O -2.9551 0.3346 -1.7560 1.960 -0.055 0.832 0.127
O 1.4104 1.0348 -2.2274 -1.219 -0.855 -0.095 0.161
C -4.1729 2.3827 0.6004 -0.038 0.306 -0.264 -0.136
C -4.4071 -0.0591 1.9083 0.321 0.222 -0.034 -0.049
C 0.9480 -1.8669 0.4112 -0.397 0.285 -1.250 -0.191
C -3.1359 0.3898 1.5027 0.071 -0.048 -0.027 -0.104
C 4.2573 4.7895 1.5258 -0.519 -1.090 1.097 -0.671
C -0.6009 -2.3534 -4.4078 0.255 -0.144 0.605 0.042
C 0.3281 -0.4014 0.2095 -0.283 -0.393 2.938 -0.193
C 2.9411 5.0394 1.9534 0.316 -0.378 -0.604 -0.088
C 0.7528 -4.1802 1.1721 0.176 0.436 -0.109 -0.079
C 2.3899 2.6871 1.5836 0.877 0.408 -0.316 -0.227
C 2.0145 4.0011 1.9509 0.348 -0.802 -0.092 -0.037
C -3.0511 1.5966 0.8154 -0.258 -0.024 -0.031 -0.453
C -5.4265 1.9536 1.0571 0.393 -0.238 0.177 -0.043
C -0.5702 -1.7562 -2.9907 -0.247 0.726 -1.212 -0.495
C -5.5461 0.7200 1.7051 0.119 0.226 -0.242 -0.048
C 4.6686 3.4783 1.2294 -0.781 0.108 -0.370 -0.079
C 2.6722 -3.5326 -0.1669 -0.851 0.876 0.013 -0.070
C 0.5523 0.1897 -2.1179 2.612 0.938 -0.620 -0.464
C 0.3022 -2.8480 1.1877 -0.106 -0.094 -0.050 -0.041
C 1.4648 0.5749 0.6297 0.526 0.160 0.643 -0.102
C 1.8915 -4.5306 0.4247 0.265 0.879 0.444 -0.676
C -0.8845 -2.7252 -1.8730 -0.198 0.029 -0.411 0.046
C -1.8287 -0.0701 -1.8781 -1.649 -0.981 -1.491 -0.407
C 2.1480 -2.2196 -0.2211 -0.115 -0.666 0.118 -0.035
C 1.3817 1.6223 1.4833 -0.684 -0.385 0.081 -0.145
C 3.7193 2.4563 1.1863 -0.007 0.482 0.513 -0.019
C -0.4935 0.2188 -1.0350 -0.443 -0.059 -1.038 -0.184
H 5.7056 3.2573 1.0116 -0.043 0.157 -0.051 0.110
H 0.5204 1.8197 2.1466 0.118 -0.260 -0.747 0.095
H 0.2564 -4.9499 1.7662 0.055 0.293 -0.262 0.115
H 2.6798 -1.4899 -0.8141 0.101 0.068 0.017 0.116
H 3.6560 -3.7243 -0.5959 -0.442 -0.188 -0.022 0.118
H 0.9827 4.1871 2.2340 0.097 0.065 0.122 0.105
H 2.6510 6.0314 2.2735 0.059 -0.008 -0.073 0.109
H -4.4966 -1.0334 2.3898 0.118 0.320 -0.041 0.118
H 4.0225 1.4483 0.9089 0.119 0.291 0.112 0.111
H -4.0770 3.3235 0.0646 -0.172 -0.156 0.041 0.103
H -6.5288 0.3743 2.0431 0.465 0.097 -0.160 0.123
H -0.0240 -3.3802 -1.7041 -0.237 0.137 0.159 0.109
H -6.3040 2.5767 0.8921 0.270 -0.113 0.010 0.121
H -1.1658 -2.1696 -0.9654 0.200 -0.538 -0.241 0.085
H -0.5737 -2.5905 1.8104 0.467 -0.174 -0.496 0.123
H -2.2549 -0.2033 1.7398 -0.293 0.071 -0.122 0.091
H -0.4988 -0.3730 0.9449 0.786 -0.011 0.201 0.090
H -0.4931 -1.5652 -5.1637 0.033 -0.193 0.330 0.107
H -1.5936 -2.8264 -4.5148 0.546 0.165 -0.059 0.109
H 0.1894 -3.1002 -4.5310 -0.176 0.096 -0.007 0.104
H 2.5314 0.3471 0.3549 -1.580 0.167 -0.680 0.116
H -1.7461 -3.3193 -2.1937 0.143 0.028 0.160 0.118
```
Forces are in eV/Å.

## Properties
Total charge = +1
E_HOMO = -10.9 eV
LUMO = -5.4 eV
Kohn-Sham gap = 5.49 eV

No. 4
The following is a quantum chemistry calculation of a molecular structure, C27H22Co2NO7 in a non-equilibrium geometry, from OMol25.

```
59
Properties=species:S:1:pos:R:3:forces:R:3:lowdin_charge:R:1
Co -2.9620 -2.4407 2.2260 0.140 1.937 1.060 0.030
Co -3.5464 -0.2129 0.1316 -0.556 1.064 0.374 0.007
O -6.1251 -1.2785 -0.7270 0.788 1.064 -0.055 0.076
O -5.4039 -3.8153 1.5271 0.741 0.204 0.362 0.079
O -3.6600 -0.8304 4.5614 0.393 -1.166 -1.534 0.060
O -4.0780 1.9113 2.0534 0.175 -1.120 -1.403 0.088
O -0.7068 -4.1081 2.8617 -0.700 -0.034 -0.003 0.066
O 1.2593 1.7602 -5.7445 -0.475 -0.056 0.582 -0.147
O -2.2020 1.2335 -2.0104 -0.967 -0.181 0.601 0.046
N 1.5639 0.8922 -3.1074 -0.269 0.576 -0.376 -0.131
C 0.5475 3.1958 2.4883 0.010 -0.060 0.268 -0.095
C 2.3261 -1.2630 -0.1093 0.115 -0.187 1.070 -0.241
C 1.8685 0.4945 -1.8421 -0.118 -1.516 0.881 -0.106
C -5.1369 -0.7740 -0.4021 -0.850 -2.271 0.516 -0.170
C -4.4274 -3.2733 1.8218 -1.547 -0.484 -0.957 -0.199
C -3.9556 1.0928 1.2367 -0.578 1.283 1.902 -0.154
C 1.7947 -0.7906 -1.3727 -0.118 1.070 -0.833 -0.062
C 1.5189 -0.0959 -4.1726 0.120 0.490 -0.411 -0.141
C 1.1509 2.7068 -4.6756 0.051 -0.054 -0.213 -0.190
C -0.8274 0.9141 3.3430 -0.093 -0.044 -0.135 -0.007
C -0.4990 1.9036 4.2678 0.208 0.143 -0.363 -0.071
C -1.6726 -3.5058 2.6589 1.860 -0.379 0.130 -0.191
C -0.8985 0.1108 0.9756 -1.684 -1.353 0.023 -0.022
C 2.0126 -2.5683 0.3384 0.168 0.573 -0.274 -0.042
C 0.2123 2.2019 1.5797 -0.203 -0.328 0.014 -0.038
C -0.5081 1.0568 1.9789 0.386 1.168 0.697 -0.211
C 2.5596 -3.0787 1.5062 0.277 0.274 0.132 -0.090
C 1.9768 2.2476 -3.4873 -0.036 -0.462 -0.406 -0.143
C 0.1862 3.0505 3.8401 0.064 -0.116 -0.226 -0.096
C 3.1768 -0.4732 0.6940 -0.227 -0.474 -0.138 -0.049
C 3.4444 -2.2987 2.2621 -0.186 0.064 -0.271 -0.102
C -2.8488 0.7001 -1.2047 2.090 0.286 -1.797 -0.174
C -3.4063 -1.5116 3.6480 -0.593 1.376 2.148 -0.178
C 3.7377 -0.9918 1.8570 -0.227 -0.202 -0.089 -0.096
C -1.8919 -0.8308 1.1013 0.714 -2.625 1.450 -0.274
C 0.7636 0.4735 -5.3672 -0.085 0.024 -0.072 -0.186
C -2.3815 -1.9832 0.5407 0.365 1.424 -3.035 -0.225
H 1.3332 -3.1687 -0.2647 0.090 0.054 0.164 0.110
H -0.3169 0.5014 -5.1046 0.444 0.192 -0.358 0.134
H 0.9499 -0.1488 -6.2564 -0.341 0.057 0.386 0.127
H 3.0376 2.2653 -3.7974 -0.088 -0.010 0.248 0.129
H 0.4689 3.8247 4.5568 -0.143 -0.217 -0.191 0.093
H -1.9295 -2.5884 -0.2489 -0.245 0.105 0.146 0.067
H 1.0959 4.0810 2.1456 -0.234 -0.335 0.223 0.097
H 2.1328 1.3267 -1.1917 0.234 -0.260 0.009 0.110
H 3.8988 -2.7067 3.1595 -0.083 0.065 -0.071 0.091
H -0.4342 0.1598 -0.0016 0.368 0.108 -0.087 0.101
H 0.4673 2.2661 0.5205 0.014 0.213 0.237 0.102
H 1.3089 -1.5515 -1.9870 0.337 0.181 0.098 0.097
H 1.5712 3.6288 -5.1051 -0.338 -0.127 0.349 0.126
H 3.4010 0.5411 0.3728 0.122 -0.164 0.136 0.098
H 2.2989 -4.0848 1.8274 0.042 0.205 -0.023 0.100
H 1.8164 2.9237 -2.6394 0.106 -0.174 -0.145 0.126
H 2.5370 -0.3502 -4.5186 -0.061 -0.106 0.322 0.136
H 1.0037 -0.9960 -3.8273 0.169 0.190 -0.114 0.116
H -1.3418 0.0076 3.6512 0.070 0.217 -0.037 0.086
H 4.4114 -0.3760 2.4482 -0.109 -0.097 -0.060 0.095
H -0.7746 1.7763 5.3190 0.128 0.066 -0.401 0.105
H 0.1024 2.8474 -4.3349 0.362 -0.081 -0.448 0.133
```
Forces are in eV/Å.

## Properties
Total charge = -1
Relative energy (zero: lowest compared OMol25 entry of this formula, charge and spin) = 25.4 kcal per mole
E_HOMO = -3.4 eV
LUMO = 1.9 eV
Kohn-Sham gap = 5.28 eV